[1]
A structure of composition C36H39N2O6S2Yb in a non-equilibrium geometry, computed with ωB97M-V/def2-TZVPD.

Values from the calculation:
* total charge: 0
* energy: -106432.8883 eV
* expectation value of S²: 0.75
* HOMO-LUMO gap: 7.58 eV
* spin multiplicity: 2
* lowest unoccupied orbital energy: -0.80 eV
* relative energy (zero: lowest compared OMol25 entry of this formula, charge and spin): 0.2 kcal/mol

```
86
C36H39N2O6S2Yb, DFT ωB97M-V/def2-TZVPD
Yb 9.751 13.464 10.930
S 11.397 17.738 8.916
C 12.404 17.444 10.360
C 13.374 18.245 10.875
C 13.790 17.952 12.210
C 13.325 16.826 12.899
C 12.337 16.043 12.312
C 11.918 16.320 11.024
N 10.962 15.596 10.340
C 10.529 16.212 9.262
C 9.288 15.768 8.572
C 8.730 16.521 7.486
C 7.626 16.052 6.815
C 7.018 14.904 7.205
C 7.543 14.190 8.307
C 8.669 14.605 9.054
H 13.788 19.068 10.294
H 14.540 18.529 12.690
H 13.633 16.626 13.934
H 11.898 15.155 12.777
H 9.196 17.451 7.115
H 7.248 16.682 6.035
H 6.103 14.549 6.730
H 6.962 13.297 8.594
C 6.258 9.513 6.034
C 6.821 8.839 7.248
C 6.892 9.509 8.485
C 7.326 8.839 9.634
C 7.718 7.526 9.533
C 7.609 6.825 8.337
C 7.071 7.469 7.246
S 8.176 6.711 11.052
O 7.351 7.332 12.062
O 8.130 5.316 10.875
N 9.715 7.119 11.367
C 10.078 8.545 11.170
C 9.580 9.483 12.320
C 9.649 10.889 11.830
O 10.739 11.482 12.009
O 8.717 11.366 11.117
H 6.692 10.532 5.783
H 5.190 9.717 6.217
H 6.308 8.839 5.182
H 6.662 10.554 8.546
H 7.387 9.467 10.533
H 7.871 5.759 8.405
H 6.853 6.849 6.298
H 10.388 6.502 10.959
H 9.722 8.963 10.244
H 11.170 8.679 11.129
H 10.137 9.288 13.224
H 8.524 9.240 12.481
C 8.172 12.976 14.672
C 9.146 14.072 14.198
C 8.901 15.416 14.882
O 9.246 14.357 12.765
H 8.086 13.137 15.725
H 8.508 11.975 14.433
H 7.175 13.047 14.239
H 10.127 13.686 14.578
H 8.023 15.836 14.536
H 9.711 16.139 14.712
H 8.759 15.219 15.982
C 11.145 7.092 6.268
C 11.385 8.392 6.987
C 10.467 9.426 7.005
C 10.671 10.579 7.717
C 9.625 11.645 7.606
C 11.907 10.749 8.418
C 12.252 11.921 9.181
O 11.452 12.724 9.573
C 12.842 9.676 8.450
C 14.247 9.790 8.977
C 12.540 8.502 7.775
H 10.780 6.403 6.974
H 12.035 6.682 5.873
H 10.388 7.315 5.529
H 9.497 9.393 6.460
H 8.816 11.480 6.816
H 10.022 12.598 7.359
H 9.082 11.783 8.517
H 13.291 12.108 9.466
H 14.371 9.802 10.032
H 14.659 10.718 8.571
H 14.817 9.029 8.534
H 13.133 7.621 7.764
```

=====

[2]
A structure of composition C36H39N6O4STi in a non-equilibrium geometry, computed with ωB97M-V/def2-TZVPD.

Values from the calculation:
* total charge: +1
* energy: -89043.1836 eV
* HOMO-LUMO gap: 7.32 eV
* spin multiplicity: 1
* lowest unoccupied orbital energy: -3.17 eV
* relative energy (zero: lowest compared OMol25 entry of this formula, charge and spin): 21.1 kcal/mol

```
87
C36H39N6O4STi, DFT ωB97M-V/def2-TZVPD
Ti 0.403 0.114 -0.717
C 2.152 1.211 -3.120
N 2.528 0.829 -1.745
C 3.497 -0.285 -1.781
C 2.917 -1.542 -2.345
C 3.742 -2.490 -2.931
C 3.181 -3.669 -3.390
C 1.813 -3.846 -3.262
C 1.065 -2.841 -2.678
N 1.600 -1.705 -2.217
C 3.234 1.927 -1.050
C 2.360 2.955 -0.405
C 2.878 4.204 -0.093
C 2.082 5.100 0.594
C 0.790 4.721 0.927
C 0.355 3.461 0.568
N 1.130 2.580 -0.080
C 0.790 1.842 -3.208
C 0.472 2.674 -4.263
C -0.801 3.213 -4.339
C -1.718 2.912 -3.344
C -1.338 2.062 -2.329
N -0.105 1.524 -2.260
H 2.129 0.312 -3.734
H 2.899 1.878 -3.557
H 3.807 -0.482 -0.756
H 4.385 0.003 -2.353
H 4.805 -2.302 -3.016
H 3.799 -4.430 -3.849
H 1.324 -4.745 -3.612
H -0.006 -2.943 -2.573
H 3.931 2.413 -1.739
H 3.834 1.481 -0.255
H 3.890 4.460 -0.383
H 2.460 6.079 0.862
H 0.124 5.393 1.451
H -0.657 3.138 0.775
H 1.221 2.902 -5.010
H -1.070 3.866 -5.160
H -2.718 3.322 -3.349
H -2.029 1.808 -1.539
C -2.600 1.655 7.183
C -2.446 1.441 5.703
C -2.125 2.497 4.854
C -2.011 2.306 3.488
C -2.215 1.036 2.967
C -2.548 -0.036 3.790
C -2.657 0.175 5.152
S -2.132 0.776 1.234
O -2.928 -0.372 0.923
O -2.472 2.021 0.584
N -0.523 0.482 0.919
C 0.372 0.301 2.089
C 1.741 -0.083 1.559
O 2.767 0.153 2.126
O 1.659 -0.687 0.358
H -2.219 2.628 7.490
H -2.072 0.884 7.745
H -3.653 1.601 7.465
H -1.972 3.486 5.269
H -1.784 3.134 2.829
H -2.736 -1.011 3.355
H -2.919 -0.652 5.803
H 0.022 -0.502 2.743
H 0.483 1.201 2.688
C -0.168 -4.825 0.327
N -1.108 -4.007 1.070
C -0.929 -4.177 2.501
C -1.009 -2.605 0.709
C -1.524 -2.278 -0.685
C -2.525 -3.093 -1.202
C -3.035 -2.891 -2.474
C -2.528 -1.866 -3.259
C -1.550 -1.033 -2.742
C -1.030 -1.197 -1.447
H -0.260 -5.865 0.638
H 0.879 -4.508 0.484
H -0.386 -4.772 -0.741
H -1.034 -5.230 2.763
H -1.695 -3.617 3.039
H 0.061 -3.836 2.851
H 0.027 -2.265 0.806
H -1.612 -2.045 1.426
H -2.890 -3.903 -0.582
H -3.818 -3.536 -2.855
H -2.888 -1.714 -4.268
H -1.163 -0.275 -3.407
```